Version 1
ORCA calculation (ωB97M-V/def2-TZVPD) on 8 unconnected molecules or ions with the total composition C6H29N2O7.

Each line ends with the Mulliken charge.
Geometry (Å):
1 C 3.13 -0.41 -1.52  -1.200
2 C 2.39 -0.79 -0.21  0.153
3 C 1.13 -1.61 -0.46  0.152
4 C 0.71 -2.52 0.70  -0.850
5 C 0.81 -1.94 2.10  -0.947
6 N -0.30 -0.96 2.29  -0.123
7 C 0.08 0.31 2.22  -0.003
8 N -0.70 1.35 2.32  -0.240
9 H 4.21 -0.32 -1.48  0.363
10 H 2.80 0.61 -1.74  0.246
11 H 2.74 -0.97 -2.38  0.276
12 H 2.28 0.13 0.35  -0.109
13 H 3.13 -1.38 0.33  0.283
14 H 0.29 -0.99 -0.80  -0.261
15 H 1.36 -2.23 -1.33  0.609
16 H 1.12 -3.51 0.51  0.387
17 H -0.33 -2.85 0.54  0.334
18 H 0.73 -2.75 2.83  0.317
19 H 1.73 -1.47 2.36  0.543
20 H -1.19 -1.24 1.89  0.321
21 H 1.13 0.57 2.22  0.433
22 H -1.67 1.30 2.04  0.139
23 H -0.39 2.31 2.26  0.336
24 H -1.91 -1.86 -1.30  0.332
25 H -3.39 -1.80 -1.08  0.324
26 O -2.59 -2.03 -0.62  -0.701
27 H 2.10 2.66 0.53  0.245
28 H 2.75 2.61 1.93  0.267
29 O 1.95 2.39 1.45  -0.551
30 H -1.75 0.50 -1.83  0.293
31 H -1.68 -0.01 -3.24  0.357
32 O -1.43 -0.26 -2.33  -0.649
33 H -2.69 2.22 -1.06  0.277
34 H -2.75 1.18 0.29  0.307
35 O -2.27 1.73 -0.35  -0.651
36 H 0.51 2.99 -2.06  0.309
37 H -0.33 2.64 -0.93  0.303
38 O 0.49 3.13 -1.11  -0.608
39 H -3.74 -0.76 1.50  0.297
40 H -2.64 -0.80 0.48  0.440
41 O -2.97 -0.23 1.24  -0.764
42 H 1.62 0.40 -3.97  0.284
43 H 0.35 -0.03 -3.08  0.347
44 O 0.78 0.68 -3.58  -0.616

Output
E_LUMO (eV): -2.689
E_HOMO (eV): -13.70
Net charge: +1

---

Version 2
ORCA calculation (ωB97M-V/def2-TZVPD) on 8 unconnected molecules or ions with the total composition C6H29N2O7.

Each line ends with the Mulliken charge.
Geometry (Å):
1 C -0.86 1.16 2.94  -1.136
2 C -0.64 0.30 1.71  0.107
3 C 0.64 0.62 0.97  0.314
4 C 1.17 -0.16 -0.25  0.609
5 C 1.14 -1.50 -0.13  -0.696
6 N 1.69 -2.40 -1.11  -0.506
7 C 1.98 0.47 -1.35  -1.122
8 N -1.75 0.64 0.58  -0.133
9 H -0.38 0.49 3.66  0.346
10 H -1.98 1.30 3.06  0.384
11 H -0.32 2.29 2.84  0.204
12 H -0.84 -0.74 1.83  0.389
13 H 0.47 1.71 0.67  0.277
14 H 1.52 0.66 1.76  -0.383
15 H 0.72 -2.04 0.78  0.257
16 H 2.72 -2.29 -1.04  0.309
17 H 1.28 -2.30 -2.06  0.223
18 H 2.20 -0.15 -2.26  0.414
19 H 1.54 1.40 -1.81  -0.007
20 H 3.01 0.67 -1.01  0.330
21 H -2.70 0.52 0.91  0.471
22 H -1.69 0.06 -0.30  0.011
23 H -1.68 1.62 0.36  0.393
24 H -1.44 1.39 -2.91  0.272
25 H -0.45 1.70 -1.64  0.331
26 O -1.31 1.71 -2.02  -0.667
27 H -4.22 -1.47 -0.22  0.291
28 H -3.12 -2.13 0.33  0.364
29 O -3.24 -1.26 -0.12  -0.651
30 H 2.70 0.32 3.80  0.283
31 H 3.27 0.05 2.29  0.377
32 O 2.84 -0.29 3.10  -0.627
33 H 3.63 2.32 1.17  0.262
34 H 2.50 2.83 2.04  0.246
35 O 2.70 2.12 1.43  -0.523
36 H 0.94 4.14 -2.62  0.271
37 H -0.53 3.96 -2.42  0.294
38 O 0.31 3.42 -2.53  -0.585
39 H -0.64 -2.19 -2.29  0.261
40 H -1.91 -1.16 -2.38  0.228
41 O -1.38 -1.72 -1.83  -0.512
42 H -2.39 -3.02 -1.12  0.402
43 H -2.03 -4.46 -1.09  0.281
44 O -2.51 -3.80 -0.61  -0.655

Output
E_LUMO (eV): -2.566
E_HOMO (eV): -11.75
Net charge: +1

---

Most favorable first, least favorable last: version 1, version 2

---

Version 1
ORCA calculation (ωB97M-V/def2-TZVPD) on a molecular structure, C2H2N3O.

Each line ends with the Mulliken charge.
Geometry (Å):
1 C -0.45 -0.96 0.68  0.042
2 C 0.94 -0.33 -0.14  0.810
3 N 0.57 -1.62 0.30  -0.262
4 N -0.15 1.15 -0.58  -0.036
5 N 0.05 0.45 0.61  -0.097
6 O 0.79 0.38 -1.24  -0.117
7 H -1.69 -1.23 0.96  0.359
8 H -0.06 2.17 -0.59  0.302

Output
E_LUMO (eV): -6.863
E_HOMO (eV): -16.99
Net charge: +1

---

Version 2
ORCA calculation (ωB97M-V/def2-TZVPD) on a gas-phase ion, C2H2N3O (charge +1).

Each line ends with the Mulliken charge.
Geometry (Å):
1 C 0.51 0.18 1.01  -0.070
2 C -0.38 0.06 -1.13  0.534
3 N -1.71 -0.61 0.77  -0.490
4 N -0.71 -0.21 1.11  0.481
5 N 0.66 0.26 -0.45  -0.089
6 O -1.22 -0.12 -1.84  -0.080
7 H 1.40 0.42 1.60  0.381
8 H 1.44 0.03 -1.07  0.333

Output
E_LUMO (eV): -5.856
E_HOMO (eV): -14.47
Net charge: +1

---

Most favorable first, least favorable last: version 2, version 1

---

Version 1
ORCA calculation (ωB97M-V/def2-TZVPD) on 12 unconnected molecules or ions with the total composition C22H73O27P5.

Each line ends with the Mulliken charge.
Geometry (Å):
1 C 15.50 9.52 -3.57  0.367
2 O 15.64 9.93 -2.20  0.195
3 P 16.32 11.34 -1.93  0.172
4 O 16.00 12.42 -2.88  -0.987
5 O 17.88 11.07 -1.79  -0.259
6 C 18.42 10.00 -1.02  -0.287
7 O 15.83 11.59 -0.42  0.277
8 C 15.73 12.90 0.13  -0.788
9 H 15.59 8.44 -3.61  -0.301
10 H 16.19 10.03 -4.24  -0.311
11 H 14.51 9.82 -3.91  0.238
12 H 17.73 9.51 -0.34  0.113
13 H 19.26 10.37 -0.42  0.350
14 H 18.90 9.32 -1.72  0.117
15 H 15.52 13.63 -0.66  0.450
16 H 16.56 13.14 0.79  0.032
17 H 14.82 12.94 0.73  0.245
18 C 19.00 13.78 3.17  -0.487
19 O 18.32 13.71 4.43  -0.026
20 P 18.05 15.06 5.24  0.942
21 O 19.23 15.91 5.46  -0.748
22 O 16.90 15.78 4.41  -0.413
23 C 15.74 15.15 3.89  -0.216
24 O 17.27 14.49 6.51  -0.255
25 C 18.02 13.78 7.51  -0.681
26 H 19.71 12.96 3.12  0.214
27 H 19.52 14.73 3.04  0.422
28 H 18.28 13.68 2.36  -0.010
29 H 15.63 14.13 4.27  -0.033
30 H 15.76 15.19 2.80  0.162
31 H 14.85 15.71 4.19  0.316
32 H 18.49 14.50 8.16  0.292
33 H 18.79 13.16 7.04  0.284
34 H 17.38 13.06 8.03  0.267
35 C 13.24 9.69 -6.91  -0.444
36 O 12.72 8.45 -7.36  0.012
37 P 12.03 8.33 -8.80  0.865
38 O 12.98 8.31 -9.92  -0.738
39 O 11.09 7.03 -8.64  -0.324
40 C 11.66 5.75 -8.51  -0.640
41 O 10.97 9.52 -8.87  -0.385
42 C 9.86 9.53 -7.97  -0.591
43 H 14.28 9.63 -6.58  -0.246
44 H 12.74 10.02 -5.99  0.303
45 H 13.07 10.50 -7.61  0.513
46 H 11.51 5.27 -7.54  0.229
47 H 12.74 5.73 -8.66  0.286
48 H 11.24 5.08 -9.26  0.286
49 H 9.56 8.51 -7.72  0.312
50 H 9.03 10.05 -8.44  0.257
51 H 10.07 10.08 -7.05  0.233
52 C 17.03 7.50 -7.21  -0.811
53 O 17.34 8.56 -6.31  0.229
54 P 18.86 8.94 -6.02  0.375
55 O 19.63 9.37 -7.19  -0.782
56 O 18.69 9.99 -4.81  0.421
57 C 19.64 11.03 -4.67  -0.985
58 O 19.42 7.63 -5.27  -0.431
59 C 18.88 7.28 -4.00  -0.203
60 H 16.95 6.59 -6.62  0.287
61 H 17.73 7.45 -8.04  0.351
62 H 16.02 7.60 -7.62  0.160
63 H 20.45 11.04 -5.40  0.448
64 H 20.15 10.88 -3.72  0.247
65 H 19.19 12.02 -4.63  0.266
66 H 18.34 6.34 -4.08  0.379
67 H 18.23 8.04 -3.55  -0.208
68 H 19.69 7.14 -3.29  0.264
69 C 12.05 9.92 2.83  -0.693
70 O 13.17 9.70 3.67  -0.366
71 P 14.31 10.83 3.73  0.410
72 O 13.84 12.17 4.09  -0.659
73 O 15.31 10.23 4.83  -0.465
74 C 16.38 11.08 5.20  -0.430
75 O 15.11 10.73 2.35  0.831
76 C 15.74 9.53 1.95  0.083
77 H 11.76 9.10 2.16  0.252
78 H 12.19 10.77 2.17  0.289
79 H 11.14 10.03 3.42  0.341
80 H 17.26 10.84 4.59  0.085
81 H 16.63 10.85 6.24  0.377
82 H 16.30 12.16 5.11  0.064
83 H 15.33 9.19 0.99  -0.266
84 H 15.54 8.65 2.56  0.451
85 H 16.81 9.64 1.79  -0.160
86 C 16.07 5.77 -1.48  -0.224
87 O 15.46 6.87 -0.84  -0.301
88 H 16.72 5.16 -0.86  0.334
89 H 15.29 5.13 -1.92  0.325
90 H 16.70 6.16 -2.28  -0.279
91 H 15.05 6.64 0.00  0.206
92 C 13.38 16.17 -0.30  -0.383
93 O 12.55 15.08 -0.67  -0.470
94 H 14.34 15.78 0.03  0.037
95 H 13.52 16.88 -1.12  0.302
96 H 13.02 16.71 0.58  0.260
97 H 11.88 15.44 -1.25  0.284
98 C 14.31 6.35 -4.82  0.022
99 O 13.18 5.60 -5.19  -0.482
100 H 14.12 6.94 -3.91  0.048
101 H 15.17 5.71 -4.58  0.262
102 H 14.52 7.05 -5.62  -0.067
103 H 12.86 4.97 -4.55  0.269
104 C 16.09 12.00 -6.52  -0.639
105 O 15.11 12.26 -5.55  -0.464
106 H 16.82 12.81 -6.54  0.338
107 H 16.65 11.08 -6.34  0.119
108 H 15.70 11.86 -7.53  0.341
109 H 15.46 12.42 -4.66  0.415
110 C 20.05 5.64 -0.20  -0.715
111 O 19.90 7.01 -0.54  -0.330
112 H 20.12 4.99 -1.07  0.256
113 H 20.93 5.45 0.41  0.327
114 H 19.15 5.34 0.34  0.213
115 H 20.71 7.51 -0.54  0.247
116 C 12.60 9.39 -0.68  -0.209
117 O 11.21 9.25 -0.40  -0.559
118 H 12.89 10.45 -0.61  0.193
119 H 13.25 8.84 -0.01  0.027
120 H 12.80 9.24 -1.75  0.206
121 H 10.76 9.47 -1.22  0.321
122 C 19.72 9.62 2.41  -0.158
123 O 18.92 8.68 3.15  -0.519
124 H 20.48 9.95 3.12  0.415
125 H 20.13 9.07 1.57  0.041
126 H 19.14 10.51 2.14  -0.008
127 H 18.75 9.01 4.03  0.268

Output
E_LUMO (eV): 0.062
E_HOMO (eV): -9.66
SMILES: COP(=O)(OC)OC.COP(=O)(OC)OC.COP(=O)(OC)OC.COP(=O)(OC)OC.COP(=O)(OC)OC.CO.CO.CO.CO.CO.CO.CO
Net charge: 0

---

Version 2
ORCA calculation (ωB97M-V/def2-TZVPD) on 12 unconnected molecules or ions with the total composition C22H73O27P5.

Each line ends with the Mulliken charge.
Geometry (Å):
1 C -2.89 -1.49 1.83  -0.503
2 O -2.49 -1.14 3.17  0.020
3 P -2.97 -2.06 4.41  0.848
4 O -2.75 -1.48 5.74  -0.722
5 O -2.17 -3.45 4.11  -0.427
6 C -0.78 -3.50 3.83  -0.273
7 O -4.53 -2.42 4.07  -0.328
8 C -5.58 -1.79 4.77  -0.778
9 H -3.84 -1.02 1.57  0.230
10 H -3.13 -2.54 1.66  0.446
11 H -2.14 -1.27 1.06  -0.007
12 H -0.27 -4.19 4.51  0.377
13 H -0.34 -2.51 3.71  0.154
14 H -0.71 -3.98 2.86  0.104
15 H -6.28 -1.34 4.07  0.264
16 H -5.20 -1.00 5.41  0.372
17 H -6.16 -2.44 5.42  0.257
18 C -5.00 5.16 -0.17  -0.737
19 O -4.01 4.69 -1.17  -0.387
20 P -3.33 3.20 -1.00  0.910
21 O -2.47 2.79 -2.12  -0.779
22 O -2.56 3.30 0.44  -0.056
23 C -1.83 4.45 0.79  -0.656
24 O -4.55 2.24 -0.65  -0.493
25 C -4.35 0.87 -0.17  -0.342
26 H -6.02 5.15 -0.56  0.304
27 H -4.86 6.21 0.07  0.283
28 H -5.03 4.59 0.76  0.296
29 H -2.39 5.05 1.50  0.323
30 H -1.70 5.13 -0.05  0.472
31 H -0.90 4.22 1.31  -0.075
32 H -3.35 0.74 0.23  -0.032
33 H -4.53 0.15 -0.97  0.332
34 H -5.04 0.65 0.64  0.440
35 C 2.53 5.26 1.57  -0.592
36 O 1.32 5.19 2.28  -0.347
37 P 1.21 4.18 3.56  0.711
38 O -0.11 4.06 4.25  -0.715
39 O 1.71 2.77 2.97  0.256
40 C 1.72 1.57 3.77  -0.382
41 O 2.47 4.61 4.46  -0.279
42 C 2.33 5.77 5.29  -0.849
43 H 2.91 6.27 1.67  0.284
44 H 2.20 5.19 0.53  0.062
45 H 3.28 4.52 1.85  0.440
46 H 2.68 1.08 3.62  0.323
47 H 0.92 0.89 3.46  -0.103
48 H 1.63 1.78 4.84  0.405
49 H 2.82 6.68 4.96  0.307
50 H 2.65 5.51 6.30  0.280
51 H 1.33 6.19 5.37  0.352
52 C 1.29 4.29 -3.16  -0.570
53 O 2.35 3.39 -2.80  -0.012
54 P 2.97 2.46 -4.01  0.946
55 O 4.26 1.82 -3.65  -0.764
56 O 1.78 1.53 -4.59  -0.250
57 C 1.46 0.32 -4.00  -0.071
58 O 3.15 3.49 -5.30  -0.359
59 C 3.90 3.02 -6.36  -0.756
60 H 0.94 4.29 -4.19  0.375
61 H 1.56 5.30 -2.84  0.293
62 H 0.41 4.05 -2.55  0.068
63 H 1.53 -0.55 -4.64  0.297
64 H 0.39 0.51 -3.86  -0.044
65 H 1.86 0.15 -3.00  0.045
66 H 3.58 3.47 -7.30  0.257
67 H 3.74 1.95 -6.51  0.314
68 H 4.94 3.20 -6.12  0.260
69 C 0.04 -3.47 0.10  -0.306
70 O 0.35 -2.14 -0.46  0.494
71 P 1.15 -1.13 0.50  0.392
72 O 0.62 -0.99 1.85  -0.753
73 O 2.68 -1.65 0.32  -0.396
74 C 3.19 -2.02 -0.95  -0.725
75 O 1.15 0.24 -0.40  0.627
76 C -0.02 1.03 -0.51  -0.756
77 H 0.64 -3.71 0.98  0.090
78 H 0.19 -4.27 -0.62  -0.202
79 H -1.01 -3.48 0.41  0.171
80 H 4.03 -2.71 -0.88  0.343
81 H 3.60 -1.18 -1.50  0.227
82 H 2.52 -2.56 -1.63  0.142
83 H -0.46 0.96 -1.50  0.015
84 H 0.30 2.07 -0.47  0.175
85 H -0.77 0.96 0.28  0.244
86 C -2.34 -1.72 -2.33  0.573
87 O -2.77 -2.49 -1.23  -0.438
88 H -2.80 -2.03 -3.27  0.573
89 H -2.70 -0.71 -2.16  -0.437
90 H -1.25 -1.74 -2.41  -0.488
91 H -3.07 -3.36 -1.50  0.214
92 C -3.37 0.99 -4.83  -0.893
93 O -2.16 0.88 -4.09  -0.337
94 H -3.18 1.09 -5.90  0.260
95 H -4.07 0.16 -4.67  0.265
96 H -3.98 1.80 -4.43  0.328
97 H -2.19 1.59 -3.45  0.504
98 C -1.32 -6.88 -0.62  -0.300
99 O -1.60 -6.80 0.78  -0.484
100 H -1.65 -6.01 -1.17  0.115
101 H -0.25 -6.80 -0.84  0.002
102 H -1.80 -7.77 -1.04  0.392
103 H -2.56 -6.81 0.83  0.296
104 C 0.34 -4.19 -3.79  -0.405
105 O 1.15 -5.03 -2.99  -0.408
106 H -0.38 -4.64 -4.47  0.322
107 H -0.09 -3.40 -3.18  -0.077
108 H 1.08 -3.64 -4.38  0.351
109 H 1.83 -5.45 -3.53  0.281
110 C 3.94 2.26 -0.02  -0.046
111 O 5.06 2.81 0.61  -0.596
112 H 4.23 1.81 -0.97  0.456
113 H 3.57 1.43 0.57  0.003
114 H 3.08 2.91 -0.19  -0.188
115 H 5.43 2.12 1.17  0.380
116 C 3.00 -3.11 3.59  -0.208
117 O 2.89 -1.71 3.99  -0.596
118 H 3.70 -3.66 4.22  0.410
119 H 2.09 -3.70 3.59  -0.051
120 H 3.38 -3.08 2.57  0.134
121 H 2.17 -1.30 3.52  0.254
122 C 3.25 -5.89 -0.42  -0.416
123 O 3.00 -5.11 0.75  -0.353
124 H 3.63 -5.30 -1.26  0.162
125 H 4.02 -6.63 -0.20  0.358
126 H 2.32 -6.37 -0.68  0.015
127 H 2.60 -5.67 1.41  0.274

Output
E_LUMO (eV): 0.161
E_HOMO (eV): -9.71
SMILES: COP(=O)(OC)OC.COP(=O)(OC)OC.COP(=O)(OC)OC.COP(=O)(OC)OC.COP(=O)(OC)OC.CO.CO.CO.CO.CO.CO.CO
Net charge: 0

---

Most favorable first, least favorable last: version 1, version 2